{"formula": "C26H27BrN7O3ReS2", "method": "the ωB97M-V functional and the def2-TZVPD basis", "symbols": ["Re", "C", "O", "C", "C", "C", "Br", "C", "C", "C", "O", "C", "N", "C", "C", "C", "C", "C", "C", "N", "H", "H", "H", "H", "H", "H", "H", "H", "H", "H", "H", "O", "N", "C", "C", "C", "C", "C", "S", "H", "H", "H", "H", "C", "N", "C", "C", "N", "C", "H", "H", "H", "H", "H", "H", "S", "C", "N", "C", "C", "N", "H", "H", "H", "H", "H", "H"], "coordinates": [[0.5373, -0.0977, 1.4527], [3.2912, -1.1130, 2.8359], [2.5784, -0.0083, 2.2001], [3.3411, 0.9917, 1.5646], [4.7082, 0.9571, 1.4087], [5.3057, 1.9839, 0.6736], [7.1633, 1.9662, 0.4489], [4.5481, 2.9879, 0.0912], [3.1670, 3.0107, 0.2640], [2.5864, 2.0185, 1.0350], [1.1913, 1.9352, 1.2138], [2.2929, 3.9527, -0.4448], [2.4210, 4.3021, -1.6668], [1.2719, 5.0487, -1.9749], [0.9398, 5.6874, -3.1623], [-0.2487, 6.3948, -3.1851], [-1.0801, 6.4644, -2.0613], [-0.7589, 5.8203, -0.8759], [0.4269, 5.1088, -0.8698], [1.0588, 4.3504, 0.1612], [4.0032, -0.6972, 3.5439], [3.7835, -1.7110, 2.0720], [2.5365, -1.6894, 3.3629], [5.3186, 0.1666, 1.8199], [5.0146, 3.7520, -0.5154], [0.7763, 2.7461, 0.7351], [1.5976, 5.6432, -4.0190], [-0.5396, 6.9189, -4.0849], [-1.9923, 7.0425, -2.1175], [-1.4006, 5.8919, -0.0075], [1.1512, 4.8323, 1.0527], [-1.2768, 0.4001, 0.8657], [-2.3268, -0.4152, 1.1631], [-3.5624, 0.1122, 1.0420], [-4.6523, -0.6746, 1.3054], [-4.4564, -2.0003, 1.6950], [-3.1758, -2.5064, 1.8083], [-2.0872, -1.6874, 1.5329], [-0.4265, -2.2231, 1.5877], [-3.5979, 1.1485, 0.7400], [-5.6423, -0.2524, 1.2111], [-5.3066, -2.6329, 1.9132], [-2.9962, -3.5284, 2.1119], [-0.3433, 2.5816, 6.2824], [-0.2436, 1.4602, 5.3384], [-0.4458, 0.1362, 5.6416], [-0.2942, -0.5572, 4.4869], [0.0009, 0.3398, 3.4706], [0.0216, 1.5495, 4.0383], [-0.1397, 2.2091, 7.2817], [-1.3435, 3.0063, 6.2478], [0.3963, 3.3348, 6.0262], [-0.6741, -0.1938, 6.6406], [-0.3718, -1.6161, 4.3178], [0.2314, 2.4766, 3.5337], [1.6885, -0.6456, -0.6007], [0.5866, -1.4556, -1.6800], [0.9350, -2.5005, -2.3940], [-0.1194, -2.9051, -3.3410], [-1.2200, -1.8520, -3.0735], [-0.6484, -1.0690, -1.9576], [1.8432, -2.9342, -2.3319], [-0.4485, -3.9178, -3.1199], [0.2579, -2.8691, -4.3601], [-2.1623, -2.3055, -2.7770], [-1.3914, -1.2054, -3.9315], [-1.0041, -0.1747, -1.6610]], "lowdin_charge": [1.31, 0.02, -0.32, -0.24, -0.03, -0.65, 0.88, -0.02, -0.07, -0.21, -0.16, -0.26, 0.23, -0.20, 0.02, -0.05, -0.05, -0.01, -0.19, 0.11, 0.12, 0.12, 0.10, 0.12, 0.13, 0.13, 0.13, 0.12, 0.12, 0.11, 0.17, -0.30, -0.15, 0.03, 0.01, 0.02, -0.03, -0.57, 0.74, 0.16, 0.14, 0.14, 0.13, 0.04, -0.09, 0.00, -0.11, -0.12, -0.11, 0.11, 0.11, 0.11, 0.15, 0.09, 0.15, 0.76, -0.74, 0.07, -0.06, -0.07, 0.05, 0.17, 0.13, 0.14, 0.13, 0.13, 0.14], "total_charge": 3, "lumo_ev": [-8.38, -10.50], "spin_multiplicity": 4, "gap_ev": [6.94, 4.82], "homo_energy_ev": [-15.32, -15.32], "s2": 3.77}

=====

{"formula": "C3H12N2O", "method": "the ωB97M-V functional and the def2-TZVPD basis", "symbols": ["N", "C", "C", "O", "H", "H", "H", "H", "H", "H", "H", "C", "N", "H", "H", "H", "H", "H"], "coordinates": [[0.7476, 1.6873, 2.2827], [-0.2103, 0.5500, 2.0427], [0.4120, -0.3960, 1.0474], [-0.4808, -1.4872, 0.8233], [0.3356, 2.2468, 3.0241], [1.5377, 1.2419, 2.7529], [-1.1041, 1.0182, 1.6267], [-0.4702, 0.0278, 2.9657], [1.3495, -0.8260, 1.4192], [0.6780, 0.1348, 0.1360], [-0.7565, -1.4368, -0.1184], [0.2096, -0.3466, -2.8310], [-0.8887, -0.6420, -1.9091], [0.6799, -1.2828, -3.1267], [-0.0311, 0.1920, -3.7568], [0.9292, 0.3010, -2.3292], [-1.5859, -1.2087, -2.3801], [-1.3514, 0.2263, -1.6695]], "lowdin_charge": [-0.02, -0.27, -0.29, -0.11, 0.05, 0.06, 0.11, 0.11, 0.11, 0.09, 0.04, -0.17, -0.07, 0.07, 0.07, 0.07, 0.08, 0.08], "total_charge": 0, "lumo_ev": 0.93, "gap_ev": 10.47, "homo_energy_ev": -9.55}

=====

{"formula": "C30H23FNO", "method": "the ωB97M-V functional and the def2-TZVPD basis", "symbols": ["C", "C", "C", "C", "C", "C", "N", "C", "C", "C", "C", "C", "C", "C", "C", "C", "O", "C", "C", "H", "H", "H", "H", "H", "H", "H", "H", "H", "H", "H", "H", "H", "F", "C", "C", "C", "C", "C", "C", "C", "C", "C", "C", "C", "C", "C", "H", "H", "H", "H", "H", "H", "H", "H", "H", "H"], "coordinates": [[-5.3807, -1.2132, -1.3624], [-5.0210, -1.6546, -0.0787], [-3.6690, -1.8458, 0.2397], [-2.6749, -1.6388, -0.7340], [-1.2049, -1.8184, -0.4133], [-0.3799, -2.2562, -1.4858], [0.9470, -2.6248, -1.3510], [1.3881, -3.2139, -0.1967], [2.6931, -3.6662, -0.0791], [3.5988, -3.5173, -1.1197], [3.1865, -2.9355, -2.3238], [1.8266, -2.5146, -2.4563], [1.3694, -1.9901, -3.6647], [2.2465, -1.8372, -4.7483], [3.6070, -2.1961, -4.6178], [4.0670, -2.7579, -3.4366], [-0.7563, -1.5221, 0.7200], [-3.0523, -1.1937, -2.0109], [-4.3964, -0.9777, -2.3319], [-6.4275, -1.0453, -1.6112], [-5.8019, -1.8405, 0.6682], [-3.3851, -2.1781, 1.2422], [-0.8681, -2.5562, -2.4114], [0.6518, -3.3323, 0.5961], [2.9729, -4.1442, 0.8538], [4.6247, -3.8667, -0.9974], [0.3311, -1.6902, -3.7740], [1.8795, -1.4292, -5.6934], [4.2947, -2.0292, -5.4544], [5.1095, -3.0656, -3.3447], [-2.2755, -1.0278, -2.7606], [-4.6609, -0.6211, -3.3332], [3.1310, 5.9088, 2.3091], [2.9618, 4.5701, 2.0308], [4.0529, 3.8475, 1.5681], [3.8531, 2.4900, 1.2917], [2.6029, 1.9000, 1.4512], [1.4652, 2.6437, 1.9066], [0.2075, 1.9535, 1.9817], [-1.0544, 2.3673, 2.5320], [-2.0893, 1.3832, 2.6841], [-3.3295, 1.6976, 3.2256], [-3.6114, 3.0141, 3.6244], [-2.6340, 4.0068, 3.4771], [-1.3891, 3.6990, 2.9364], [1.7045, 4.0156, 2.2371], [5.0210, 4.3229, 1.4306], [4.7033, 1.8958, 0.9492], [2.4818, 0.8374, 1.2287], [0.2243, 0.9281, 1.6011], [-1.8825, 0.3573, 2.3646], [-4.0929, 0.9213, 3.3545], [-4.5806, 3.2640, 4.0467], [-2.8422, 5.0321, 3.7927], [-0.6676, 4.4969, 2.8085], [0.9248, 4.6474, 2.6391]], "lowdin_charge": [-0.09, -0.08, -0.04, -0.16, -0.40, -0.08, 0.01, 0.01, -0.03, -0.01, -0.15, -0.10, 0.00, -0.04, -0.06, -0.01, -0.06, -0.05, -0.08, 0.10, 0.10, 0.11, 0.10, 0.14, 0.12, 0.12, 0.10, 0.11, 0.11, 0.12, 0.10, 0.11, 0.06, -0.21, 0.05, -0.03, 0.01, -0.16, 0.16, -0.16, 0.03, -0.03, -0.01, -0.04, 0.01, 0.09, 0.14, 0.12, 0.13, 0.12, 0.12, 0.12, 0.12, 0.12, 0.09, 0.10], "total_charge": 1, "lumo_ev": -5.73, "gap_ev": 3.59, "homo_energy_ev": -9.32}

=====

Number 1: E_tot -5063.77608 a.u.. Number 2: E_tot -306.22344 a.u.. Number 3: E_tot -1386.54788 a.u..